(1)
{"formula": "C12H13FNO5W", "method": "ωB97M-V/def2-TZVPD", "mol_weight_g_mol": 454.08, "charge": 3, "gap_ev": 6.99, "multiplicity": 1, "e_lumo_ev": -13.8, "e_above_lowest_ev": 0.0000, "elements": ["W", "O", "C", "C", "N", "C", "C", "O", "O", "C", "C", "O", "O", "H", "H", "H", "H", "H", "H", "H", "H", "H", "F", "C", "C", "C", "C", "C", "C", "H", "H", "H", "H"], "positions_angstrom": [[-0.241045, -0.063744, 0.271464], [-0.520508, -1.474590, -1.266659], [-0.046057, -0.732610, -2.483989], [-0.473039, 0.741696, -2.415794], [-0.015810, 1.580919, -1.202612], [1.384637, 2.071421, -1.325002], [2.334700, 1.083936, -0.683681], [3.486054, 1.111105, -0.560119], [1.529642, -0.004042, -0.139627], [-1.008230, 2.669870, -0.991173], [-2.247802, 2.085035, -0.357731], [-3.316871, 2.482972, -0.191004], [-1.848317, 0.735048, 0.166417], [-0.630227, -2.432005, -1.417145], [-0.556334, -1.171957, -3.340499], [1.026762, -0.897741, -2.562604], [-1.560186, 0.799365, -2.454997], [-0.086201, 1.221029, -3.318211], [1.495530, 3.026338, -0.808647], [1.670944, 2.226473, -2.367294], [-1.272953, 3.165314, -1.928195], [-0.606193, 3.424716, -0.311585], [0.191778, -0.333787, 6.201653], [0.127551, -0.169904, 4.935486], [1.290339, -0.424985, 4.163443], [1.218062, -0.257562, 2.822649], [-0.034202, 0.143727, 2.174355], [-1.191782, 0.401842, 3.032428], [-1.105631, 0.254270, 4.374423], [2.206287, -0.722544, 4.659584], [2.108388, -0.433101, 2.232436], [-2.133200, 0.710983, 2.597605], [-1.949585, 0.449313, 5.025427]], "forces_ev_per_angstrom": [[0.032, 0.243, -0.386], [0.008, 0.043, 0.032], [-0.026, -0.034, 0.026], [0.056, -0.004, 0.019], [-0.034, -0.029, -0.059], [-0.046, 0.016, -0.008], [0.142, 0.258, -0.161], [-0.047, -0.130, 0.006], [0.054, -0.102, 0.192], [0.082, 0.020, -0.048], [-0.031, 0.106, -0.020], [-0.008, -0.052, -0.011], [-0.212, 0.002, 0.098], [0.006, -0.034, 0.042], [0.005, -0.008, -0.012], [0.019, 0.001, 0.038], [-0.014, -0.010, 0.028], [0.002, 0.007, -0.005], [0.004, -0.001, 0.024], [0.002, -0.004, -0.007], [-0.026, -0.009, -0.007], [0.027, -0.018, 0.020], [0.010, 0.027, 0.046], [-0.046, -0.059, -0.167], [-0.178, 0.122, 0.121], [0.019, -0.031, -0.175], [0.051, -0.301, 0.384], [0.024, 0.011, -0.116], [0.119, -0.022, 0.097], [-0.008, 0.004, 0.025], [-0.015, 0.008, -0.052], [0.001, -0.005, -0.007], [0.029, -0.014, 0.043]]}


(2)
{"formula": "C12H13N2O", "method": "ωB97M-V/def2-TZVPD", "mol_weight_g_mol": 201.25, "charge": 1, "gap_ev": [5.92, 7.04], "multiplicity": 3, "e_lumo_ev": [-3.0, -4.9], "e_above_lowest_ev": 0.6504, "elements": ["C", "C", "C", "C", "C", "C", "C", "C", "C", "C", "C", "C", "N", "N", "O", "H", "H", "H", "H", "H", "H", "H", "H", "H", "H", "H", "H", "H"], "positions_angstrom": [[-4.512076, -0.510508, -0.107211], [-4.370213, 0.868378, -0.086466], [-3.417247, -1.324437, 0.027044], [-3.111475, 1.416253, -0.007537], [-0.818019, -1.253849, 0.296741], [-2.132888, -0.781642, 0.085204], [-2.042272, 0.601011, -0.079028], [0.005078, -0.164277, 0.098665], [3.654811, 0.088906, -0.208027], [2.595231, -2.034172, 0.009872], [3.197415, 1.371361, 0.401007], [1.398382, 0.035321, 0.067252], [2.419399, -0.778083, -0.137812], [1.890172, 1.469818, -0.237603], [-0.751447, 0.988753, -0.097380], [-5.535306, -0.839545, -0.191091], [-5.269152, 1.409649, -0.094498], [-3.572177, -2.350563, 0.164982], [-2.991736, 2.454302, -0.135465], [-0.574103, -2.249051, 0.578344], [3.836221, 0.314501, -1.263814], [4.542942, -0.386944, 0.247220], [1.920840, -2.966761, 0.111014], [3.560242, -2.508101, -0.047234], [3.143150, 1.240275, 1.551641], [3.869129, 2.318697, 0.279586], [1.071025, 2.042850, 0.019672], [1.994077, 1.527851, -1.245086]], "forces_ev_per_angstrom": [[-0.259, 0.401, 0.062], [0.623, -1.116, 0.207], [-0.088, -0.021, 0.265], [-0.734, 1.093, -1.125], [-0.753, -0.470, -0.279], [-0.457, 0.288, -0.114], [-0.035, -0.953, 0.731], [2.202, 0.953, 0.098], [0.286, -0.638, -0.696], [-0.080, -9.285, 1.227], [2.368, 2.361, 3.103], [-4.750, 2.075, -0.216], [3.358, 4.864, -1.082], [-2.362, -2.347, 0.487], [1.353, 0.400, -0.022], [0.095, -0.698, 0.092], [-0.730, 1.152, -0.094], [-0.054, -1.443, -0.013], [0.195, 1.229, 0.245], [0.451, -0.448, -0.011], [0.438, -0.493, -0.101], [-0.645, 0.295, -0.132], [-0.030, 2.668, -0.266], [0.596, 0.912, -0.129], [-0.616, 0.297, -1.916], [-1.252, -1.852, -0.342], [0.782, 0.480, 0.457], [0.099, 0.296, -0.437]]}


(3)
{"formula": "C12H13N3O4S", "method": "ωB97M-V/def2-TZVPD", "mol_weight_g_mol": 295.32, "gap_ev": 8.69, "multiplicity": 1, "e_lumo_ev": 0.3, "smiles": "CCOC(=O)Cc1csc(NC(=O)c2cc(C)on2)n1", "e_above_lowest_ev": 0.0000, "elements": ["C", "C", "O", "C", "O", "C", "C", "C", "S", "C", "N", "C", "O", "C", "C", "C", "C", "O", "N", "N", "H", "H", "H", "H", "H", "H", "H", "H", "H", "H", "H", "H", "H"], "positions_angstrom": [[-6.933763, -0.815086, 0.688869], [-6.637477, 0.667035, 0.511763], [-5.528543, 0.876727, -0.366325], [-4.304655, 0.763685, 0.160535], [-4.087695, 0.506888, 1.313129], [-3.250218, 1.027318, -0.896762], [-2.020001, 0.210440, -0.663445], [-1.971761, -1.139713, -0.500195], [-0.354495, -1.680375, -0.242911], [0.136178, -0.012128, -0.378825], [1.453415, 0.339042, -0.262324], [2.429833, -0.585286, -0.038976], [2.198313, -1.773914, 0.061040], [3.777308, 0.001693, 0.065761], [4.998118, -0.676506, 0.301284], [5.930019, 0.325297, 0.304447], [7.397465, 0.329203, 0.508119], [5.309113, 1.496644, 0.087402], [3.988315, 1.294586, -0.057984], [-0.813477, 0.834099, -0.593296], [-7.107259, -1.282674, -0.277451], [-6.093228, -1.304552, 1.174535], [-7.817881, -0.938605, 1.307569], [-7.474438, 1.183844, 0.038009], [-6.413348, 1.125708, 1.480262], [-2.970785, 2.081539, -0.845492], [-3.683285, 0.829730, -1.878936], [-2.787208, -1.832888, -0.510226], [1.701410, 1.317672, -0.334834], [5.134372, -1.726914, 0.439777], [7.840044, 1.171659, -0.017189], [7.827186, -0.600532, 0.146350], [7.627392, 0.427220, 1.568943]], "forces_ev_per_angstrom": [[0.225, 0.321, -0.125], [-0.240, -0.134, 0.430], [-0.143, 0.055, -0.346], [0.188, 0.105, -0.080], [-0.034, -0.017, 0.091], [-0.030, -0.167, 0.099], [-0.211, -0.679, 0.033], [0.274, 0.293, -0.069], [-0.542, 0.511, -0.127], [-0.565, -1.004, 0.018], [0.491, 0.164, 0.052], [-0.457, 0.393, -0.113], [0.477, 0.050, 0.061], [1.184, 0.429, 0.118], [0.225, 0.616, -0.059], [-0.528, -0.957, 0.000], [-0.096, 0.206, 0.071], [0.617, 0.056, 0.088], [-1.194, -0.304, -0.118], [0.534, 0.638, -0.001], [-0.061, -0.062, -0.065], [0.015, -0.060, 0.053], [-0.109, -0.046, 0.065], [0.123, -0.025, 0.070], [-0.087, -0.004, -0.174], [-0.096, -0.012, -0.028], [0.036, 0.099, 0.045], [-0.235, -0.171, 0.025], [-0.035, -0.054, 0.002], [0.094, -0.242, 0.032], [0.098, -0.006, -0.042], [0.028, -0.009, -0.027], [0.057, 0.018, 0.021]]}


(4)
{"formula": "C12H14AgCl4N2", "method": "ωB97M-V/def2-TZVPD", "mol_weight_g_mol": 435.94, "charge": -1, "gap_ev": 1.88, "multiplicity": 1, "e_lumo_ev": -1.5, "e_above_lowest_ev": 0.6616, "elements": ["Ag", "C", "N", "C", "C", "C", "C", "C", "C", "C", "C", "N", "C", "C", "C", "H", "H", "H", "H", "H", "H", "H", "H", "H", "H", "H", "H", "H", "H", "Cl", "Cl", "Cl", "Cl"], "positions_angstrom": [[-6.244001, -2.083217, 0.604655], [-3.742683, 0.361401, 1.033291], [-2.312370, 0.302266, 0.637474], [-1.945731, 0.928041, -0.493666], [-0.610547, 0.933412, -0.862184], [0.355086, 0.409789, 0.019917], [-0.067305, -0.136847, 1.241907], [-1.416769, -0.226711, 1.493190], [1.772710, 0.406362, -0.256840], [2.787574, 0.518039, 0.725298], [4.111785, 0.496465, 0.367044], [4.520305, 0.389008, -0.907501], [3.594538, 0.278909, -1.899612], [2.269244, 0.234189, -1.582888], [5.938667, 0.349704, -1.251286], [-4.190733, 1.304669, 0.733649], [-3.781820, 0.242821, 2.111264], [-4.209389, -0.472587, 0.547088], [-2.727998, 1.393606, -1.072510], [-0.307392, 1.486987, -1.738919], [0.603494, -0.454120, 2.024566], [-1.756179, -0.807942, 2.338578], [2.565120, 0.502178, 1.782277], [4.890949, 0.536683, 1.114792], [3.921409, 0.169999, -2.922067], [1.556895, 0.080827, -2.382922], [6.352811, -0.643645, -1.429079], [6.480585, 0.770104, -0.406272], [6.089883, 0.953785, -2.143881], [-3.612148, -3.019212, 1.086929], [-8.448815, -3.679731, 0.576825], [-5.947626, -1.151811, -1.854075], [-6.489535, -0.373431, 2.764952]], "forces_ev_per_angstrom": [[-0.246, -0.086, 0.046], [0.577, -0.104, 0.372], [-1.030, 0.703, 0.467], [1.432, -0.479, -0.208], [-0.665, 0.219, 0.252], [1.073, -0.151, 0.360], [-1.111, 0.413, 0.050], [0.803, -0.465, -0.223], [0.047, 0.034, -0.676], [0.536, -0.598, 0.011], [-0.723, -0.096, 1.086], [0.786, -0.124, -1.001], [-1.101, -0.352, 0.244], [-0.259, 0.578, -0.308], [0.089, 0.383, 0.319], [0.128, 0.009, -0.093], [-0.327, -0.102, -0.069], [-0.613, -0.418, -0.180], [-0.070, -0.087, -0.009], [-0.044, -0.158, -0.135], [0.139, -0.318, -0.232], [-0.554, 0.288, -0.001], [-0.060, 0.327, -0.005], [0.012, 0.053, -0.023], [0.272, -0.025, 0.079], [0.057, 0.025, -0.051], [-0.434, -0.196, -0.006], [0.136, 0.150, -0.187], [0.148, 0.061, 0.079], [-0.073, 0.455, -0.048], [0.672, 0.562, -0.017], [0.160, -0.142, 0.627], [0.243, -0.361, -0.518]]}